(1)
Entry from the OMol25 dataset: a molecular structure, C13H18O2RhSTe at a distorted geometry (ωB97M-V with the def2-TZVPD basis set).

Geometry as XYZ:
```
36
Properties=species:S:1:pos:R:3:forces:R:3:mulliken_charge:R:1
Te 2.14064 0.62970 0.74910 0.2724 -0.2478 0.1707 0.0605
Rh -0.27602 -0.32691 1.04147 -1.6542 1.2089 -1.1278 0.2872
S 2.32517 -2.06865 -1.32220 -0.0501 0.1791 0.1073 -0.1725
O -1.23236 1.63997 1.51393 0.4808 -0.0677 0.3544 -0.2132
O -0.84059 0.71451 -0.95757 0.1884 -0.2181 0.1920 0.1641
C -1.65104 1.87308 -0.78112 -0.0940 0.0359 0.0091 -0.5126
C -1.14923 2.58454 0.43816 0.1451 -0.0123 -0.0949 -0.5218
C -0.97218 -2.31296 0.51747 0.1722 0.5559 -0.0610 -0.2521
C 3.13971 -2.03128 -2.82780 0.0808 0.0901 -0.0301 -0.5469
C 3.37680 0.13077 -2.03538 -0.0536 0.1874 0.1182 -0.5244
C 2.65051 -0.40002 -1.01046 -0.0711 -0.0782 -0.0712 0.2797
C -0.85999 2.23505 2.76886 0.0477 0.0555 0.0161 -0.8026
C 0.21225 -2.32694 1.30550 0.3223 -0.6754 0.3514 -0.6325
C 3.66150 -0.80035 -3.06911 -0.0172 -0.1746 -0.1141 -0.4147
C -1.24274 -0.04719 -2.09811 0.1038 -0.0850 -0.0464 -0.7972
C -0.09860 -1.72331 2.56959 -0.1418 -0.1028 0.0387 -0.6750
C -1.49688 -1.35756 2.52746 0.3261 0.0984 -0.2287 -0.2838
C -2.00982 -1.64561 1.24475 -0.0415 -0.7454 0.3650 -0.5193
H -0.97197 1.47831 3.54057 -0.0112 -0.0024 -0.0324 0.2493
H 0.17682 2.57522 2.73264 -0.0037 0.0079 -0.0024 0.3504
H -2.04647 -0.84219 3.30072 0.1115 0.0667 0.0340 0.5060
H 0.58090 -1.61523 3.39833 -0.0671 -0.0193 0.0640 0.4849
H -1.04446 -2.66171 -0.50187 0.0687 0.0594 -0.0101 0.5344
H -1.76469 3.45418 0.67637 -0.0499 -0.0305 -0.0328 0.4164
H -1.56813 2.51203 -1.66357 0.0029 0.0195 0.0140 0.3642
H -0.57336 -0.90112 -2.17383 0.0262 0.0521 0.0031 0.1668
H -0.10755 2.88958 0.30548 -0.0197 0.0102 0.0257 0.2790
H -3.00824 -1.43585 0.89775 -0.0020 -0.0383 -0.0069 0.4463
H 1.16326 -2.74803 1.02367 -0.0760 -0.0738 0.0405 0.7462
H 3.70585 1.16031 -2.05036 -0.0137 0.0057 -0.0129 0.4036
H -2.69817 1.57737 -0.64915 0.0143 -0.0187 -0.0300 0.3709
H -1.52048 3.07677 2.97965 -0.0021 -0.0117 -0.0091 0.3076
H 3.20109 -2.91217 -3.44463 -0.0206 -0.0306 -0.0028 0.4165
H 4.22445 -0.56002 -3.95816 0.0190 0.0095 -0.0133 0.3875
H -2.27979 -0.37873 -1.99199 0.0135 -0.0125 0.0154 0.3472
H -1.14619 0.56445 -2.99618 -0.0064 0.0028 0.0076 0.2997
```
Forces are in eV/Å.

Total charge: +1
Kohn-Sham gap, Ha: 0.2118
HOMO level, eV: -10.249
F_max, eV Å⁻¹: 2.339

---

(2)
Entry from the OMol25 dataset: a molecular structure, C2H5N3S at a distorted geometry (ωB97M-V with the def2-TZVPD basis set).

Geometry as XYZ:
```
11
Properties=species:S:1:pos:R:3:forces:R:3:nbo_charge:R:1
S -0.07971 0.02823 -0.63777 -0.9415 0.4385 1.9932 0.4676
N -0.70069 0.63808 1.96307 -0.1812 -1.2006 -1.8530 -0.2759
N 1.06147 -1.14539 -0.76910 3.8534 -1.3145 -5.9438 -0.5874
N -1.73710 1.33358 1.16519 0.3451 4.0899 0.1496 -0.7337
C 1.61502 -1.17976 -2.01432 -0.5512 1.6437 1.4806 -0.1041
C 0.07127 -0.04760 1.14963 -2.4573 1.2408 1.8167 -0.1217
H -1.05900 2.20242 0.69433 -3.0897 -2.5110 1.7223 0.3567
H 2.56859 -1.74949 -2.35918 -2.0933 0.4053 1.3075 0.2072
H 0.74508 -0.82114 1.58959 -0.2487 1.0472 -0.6211 0.2421
H 1.29296 -0.36987 -2.84065 0.4843 -1.8394 1.8377 0.1544
H -2.75573 1.86664 1.79423 4.8800 -2.0001 -1.8896 0.3949
```
Forces are in eV/Å.

Kohn-Sham gap, Ha: 0.3296
HOMO level, eV: -8.664
F_max, eV Å⁻¹: 7.205